(1)
The molecule C20H16N2O3 in a non-equilibrium geometry, computed with ωB97M-V with the def2-TZVPD basis set.

Cartesian coordinates (Å):
H 5.36519 3.68789 -1.04132
C 4.87240 4.01570 -0.12706
O 3.38693 2.09115 -0.07208
N 2.60020 -0.50813 -0.09180
H 1.45632 -5.59423 -0.06460
H -0.37714 -3.96627 0.14048
C -4.34492 0.38287 -0.28126
C 3.51197 3.42596 -0.03592
H 2.07055 5.05920 0.14305
C -5.39550 1.02830 -0.86416
H 4.30303 -2.40396 -0.29391
C -0.08846 -1.24863 0.12859
H 4.80675 5.09954 -0.12229
H -3.99625 -1.63405 0.36665
H -6.04730 0.63946 -1.61912
C -3.77908 -0.98352 -0.48921
C 1.66696 -4.53502 -0.07335
H 3.78579 -4.83052 -0.28137
C -5.45506 2.31073 -0.26414
H -1.93234 -0.27107 -1.22611
C 0.64346 -3.63297 0.03418
C 2.07211 1.79214 0.02976
C 3.29056 -2.76455 -0.20322
H 0.28417 3.05536 0.22727
C 1.66161 0.40422 0.02080
H -6.15916 3.08866 -0.47564
H -4.09386 3.11365 1.30174
H -4.22119 -1.42123 -1.39045
N -2.33685 -0.94012 -0.58997
H 5.48228 3.68974 0.71485
C 2.99556 -4.09883 -0.19540
C 0.91235 -2.25192 0.03204
C -4.43304 2.35014 0.63042
C 0.28714 0.06946 0.12656
O -1.95928 -2.39529 1.09426
C 1.34619 2.95682 0.13119
H -0.44593 0.85396 0.23400
O -3.75529 1.19003 0.62773
C -1.53519 -1.60097 0.28103
C 2.28032 4.01041 0.08842
C 2.26049 -1.80678 -0.08783

Summary:
Multiplicity   1
Largest force on an atom   1.20 eV Å⁻¹
ΔE to the lowest compared entry with this formula, charge and spin   8.7 kcal per mole
Orbital gap   7.87 eV
LUMO level   -0.021 eV
DFT total energy   -30122.2129 eV
SMILES   Cc1ccc(-c2cc(C(=O)NCc3ccco3)c3ccccc3n2)o1

---

(2)
A structure of composition C16H36F6N3O13PPt in a non-equilibrium geometry, computed with ωB97M-V with the def2-TZVPD basis set.

Cartesian coordinates (Å):
H -17.51084 7.34768 4.03367
H -16.95683 5.92525 -4.06194
O -20.11403 8.02374 0.50144
H -17.48436 3.44306 2.13908
O -18.02987 8.75722 -3.30702
F -18.08771 2.95031 -1.08990
H -21.07040 1.89388 1.07713
N -18.11188 8.05437 2.26858
H -19.23785 5.50176 2.31013
H -13.34078 7.87430 1.62659
H -18.42535 4.96505 3.77485
H -21.00581 3.31769 2.14686
C -19.55898 7.54298 4.23747
H -21.04703 6.66524 -0.24413
H -23.96798 4.63814 0.42739
C -23.16570 4.43006 1.14508
H -21.53742 5.08848 -0.68067
Pt -18.77643 8.06983 -1.22062
H -22.53374 7.87036 1.53601
C -18.37925 7.11086 3.40612
C -14.37134 8.24038 -0.94569
N -21.81257 5.96531 -0.22910
H -13.54479 6.73684 3.81341
C -22.29264 5.67259 1.18546
H -22.62579 6.34695 -0.70894
H -17.34272 7.67061 1.69289
O -21.87892 9.92445 0.28747
F -14.76802 8.55735 -2.16496
O -18.32151 4.55222 -3.32075
F -20.13483 3.64755 -1.37607
C -18.36729 5.68627 2.95446
C -17.34134 4.35767 -5.49210
H -23.09849 6.86538 2.72750
C -18.87656 4.03772 -1.09387
C -14.24136 7.30021 1.88843
H -24.08601 6.94239 1.32841
C -14.37339 7.32322 3.41005
H -17.55054 5.20924 -6.14188
H -14.01208 6.26672 1.59425
O -22.46877 3.32625 0.62121
C -23.03667 6.90606 1.62447
H -16.35976 3.97846 -5.78656
H -19.48220 8.55301 4.65724
O -17.16161 5.48218 2.23877
H -22.30985 2.17200 2.32839
C -16.66848 4.15549 2.27974
O -20.74433 8.57798 -1.71946
H -19.65024 6.96489 5.16147
H -16.07374 3.97462 3.18040
C -17.15837 4.84600 -4.05095
F -18.88926 4.46168 0.19365
H -19.00687 8.13394 1.70768
H -14.52287 8.33410 3.77750
O -16.70105 8.02611 -0.48473
P -20.69909 9.25726 -0.29318
N -17.35620 9.03311 -4.33862
O -15.38001 7.87439 1.31807
H -16.21330 4.44292 -3.65321
C -15.52616 7.63751 -0.10937
C -21.66883 2.65166 1.57871
O -19.36185 10.06895 -0.54541
O -17.36393 10.19120 -4.77040
H -17.32364 5.33514 -1.74464
O -16.70858 8.13313 -4.90458
C -18.37445 5.13298 -2.02916
H -18.14009 3.63598 -5.63646
H -15.38520 6.53080 -0.19418
H -20.51068 7.46413 3.70669
H -17.96021 8.99962 2.60761
H -23.56417 4.24552 2.14804
O -19.14561 6.22545 -2.04243
F -13.33648 7.37652 -1.11671
H -16.01025 4.05413 1.41329
H -21.37565 5.45566 1.73226
F -13.85325 9.36338 -0.39329
H -15.23492 6.69861 3.67327

Summary:
Multiplicity   3
Largest force on an atom   2.58 eV Å⁻¹
ΔE to the lowest compared entry with this formula, charge and spin   0.0 kcal per mole
Charge   -2
Orbital gap (alpha / beta)   2.36 / 7.32 eV
LUMO level (alpha / beta)   4.193 / 4.228 eV
DFT total energy   -77099.8331 eV

---

(3)
The molecule C20H27FN4O4, computed with ωB97M-V with the def2-TZVPD basis set.

Cartesian coordinates (Å):
H 1.33035 3.56987 1.26097
N 6.62999 -1.32546 -2.47919
C 1.09725 0.92948 1.87300
H 4.55645 1.22518 -2.27755
C -1.55638 -0.90461 1.09090
H 3.86395 -4.13294 0.76805
H 6.31080 -3.72899 -2.63266
C 5.03479 -0.95434 0.85625
H 5.06779 -3.53277 -3.90261
H 3.94782 0.74853 1.56579
H 2.05339 3.89991 2.84893
H -0.65264 -0.30796 -4.33141
O 7.39225 0.84479 -2.10495
H 4.57712 -3.75442 -2.22085
H 0.06960 1.08551 2.22795
C -0.40911 -0.93959 0.08900
O 1.86119 1.75827 -0.23539
C 0.04372 0.62725 -1.79853
H -2.38144 -0.31107 0.69594
H 0.71106 0.82157 -4.41994
C 0.41384 -0.18890 -4.13241
H -0.77769 -1.44671 -0.79972
H 1.88640 -2.99323 1.74815
H -1.00467 0.68876 -2.10579
H 0.95989 -0.90335 -4.74554
N 5.42024 -1.88892 -2.64736
C 2.76629 -2.41409 1.48941
H -1.27277 -0.48484 2.05446
H 0.38776 3.28591 2.75361
C 4.43440 -0.97132 -2.58745
H 0.79222 -1.12077 2.48820
H 0.37546 -1.43881 -2.39923
H 0.49755 1.59673 -1.98550
C 2.78367 -1.04466 1.73587
C 3.86453 -3.06625 0.94697
C 5.33351 -3.32035 -2.86933
C 3.92614 -0.32026 1.39634
H 8.22089 0.35049 -2.13622
C 1.38508 3.24111 2.29967
O 1.92044 1.93509 2.40629
C 0.71423 -0.43494 -2.65838
C 1.06195 1.03199 0.33102
N 2.14455 -0.36000 -2.38800
C 3.00565 -1.32152 -2.78273
C 6.39021 -0.03883 -2.31439
H 1.88253 -0.17822 3.46899
F 6.07523 -2.95312 0.17438
H 0.43064 -1.53503 0.44384
C 4.98719 -2.32047 0.65757
N 0.05009 0.38811 -0.35071
O 2.64594 -2.37308 -3.29402
H 2.48479 0.43221 -1.86089
C 5.02594 0.26142 -2.37211
H 5.93027 -0.40688 0.59527
C 1.60944 -0.40233 2.43485
H -1.91966 -1.91840 1.26695

Summary:
Multiplicity   1
Largest force on an atom   0.98 eV Å⁻¹
ΔE to the lowest compared entry with this formula, charge and spin   6.3 kcal per mole
Orbital gap   9.13 eV
LUMO level   0.572 eV
DFT total energy   -38046.5814 eV
SMILES   CCN(C[C@@H](C)NC(=O)c1cc(O)nn1C)C(=O)[C@@H](Cc1ccc(F)cc1)OC

---

(4)
A structure of composition C26H23F6N3O3RhS in a non-equilibrium geometry, computed with ωB97M-V with the def2-TZVPD basis set.

Cartesian coordinates (Å):
C -4.43760 -3.02096 0.11438
C -2.23094 -2.09941 3.57980
H -5.36287 -3.58004 0.16393
Rh -0.35820 -0.09962 0.09977
C 2.42690 -1.94822 0.41192
H 1.53708 -4.49548 0.41257
C 0.50193 4.74287 -0.84814
C 3.08089 5.65397 -0.42448
O 0.44314 -1.75006 -0.83736
N 2.11268 1.64765 0.23250
C -1.75646 -1.69954 2.34887
F -5.25812 2.36977 0.52169
C -3.74116 -2.72322 1.31482
O 0.08594 1.94957 -0.81648
C -2.73370 2.60080 -0.86529
C -3.44209 -2.80023 3.69788
F -3.46043 4.09501 1.50380
C -4.19129 -3.11764 2.59583
S -0.22614 -0.89396 2.15029
C -2.63438 3.00555 1.61314
C 2.79478 4.30749 -0.30717
H 1.74325 -4.29951 -1.33032
F -2.80950 2.51648 2.85862
C -2.21226 -1.31744 -2.40291
F -4.54651 0.73967 1.78593
H 4.09065 6.00474 -0.25946
H -1.67844 2.72756 -1.08858
H -1.66389 -1.86422 4.46850
C 2.07633 6.55314 -0.74950
C 2.62144 -0.54209 0.53871
C -2.54324 -2.00214 1.19654
N 1.69343 0.31332 0.23549
C 1.35467 -2.46229 -0.27350
C 3.97571 -0.06625 0.99710
C -2.85960 1.93274 0.51443
C 1.19745 2.37960 -0.37276
C 1.50134 3.83791 -0.51770
C -4.30803 1.39114 0.63174
H -1.74810 -0.33190 -2.27176
H -3.01464 -1.22842 -3.13478
H -3.25242 3.55705 -0.89898
H -0.49832 4.37965 -0.99979
H -3.78221 -3.08668 4.68428
H 0.13268 -4.16834 -0.62529
H -4.45557 -2.80065 -2.00650
H -1.44338 -1.98680 -2.78669
C 0.78693 6.09248 -0.95907
C 1.18346 -3.94988 -0.46132
H 3.56339 3.59469 -0.04763
N -2.07880 -1.57575 -0.01326
H 2.29897 7.60700 -0.83589
F -4.56928 0.51034 -0.36255
C -2.74048 -1.83649 -1.10763
H 3.17686 -2.61006 0.81420
O -2.04081 0.88881 0.78988
H 4.44598 0.56726 0.24825
H -3.16315 1.95090 -1.62468
H -5.12439 -3.65740 2.68438
C -3.94092 -2.59804 -1.07842
H 3.86808 0.54760 1.88939
H 4.61572 -0.91890 1.20461
H -0.00371 6.78609 -1.20541
F -1.37573 3.47799 1.54435

Summary:
Multiplicity   1
Largest force on an atom   2.23 eV Å⁻¹
ΔE to the lowest compared entry with this formula, charge and spin   0.0 kcal per mole
Charge   -1
Orbital gap (alpha / beta)   6.75 / 6.75 eV
LUMO level (alpha / beta)   2.679 / 2.677 eV
DFT total energy   -68099.4002 eV

---

What is the formula in the fourth record?
C26H23F6N3O3RhS

---

Number 4 is which compound?
C26H23F6N3O3RhS

---

Look up the largest force on an atom of the second one.
2.58 eV Å⁻¹